[1]
Density functional theory data (ωB97M-V/def2-TZVPD) for a cluster of 14 separate species, C28H84O28 in total at a distorted geometry.

CARTESIAN COORDINATES (ANGSTROEM)
C (5.331, -4.871, -17.110)
C (6.101, -3.896, -16.215)
O (7.349, -3.536, -16.840)
O (5.665, -6.225, -16.834)
H (5.482, -4.714, -18.173)
H (4.259, -4.864, -16.859)
H (6.238, -4.217, -15.167)
H (5.509, -3.001, -16.143)
H (8.135, -3.927, -16.437)
H (6.602, -6.385, -17.094)
C (3.578, -8.815, -16.228)
C (2.784, -10.080, -16.416)
O (3.682, -11.141, -16.615)
O (3.852, -8.098, -17.430)
H (4.494, -9.055, -15.692)
H (2.984, -8.180, -15.529)
H (2.013, -10.039, -17.248)
H (2.184, -10.367, -15.577)
H (3.267, -11.923, -17.039)
H (4.592, -7.497, -17.315)
C (10.819, -13.599, -19.575)
C (10.891, -13.753, -18.002)
O (9.527, -13.341, -17.480)
O (10.385, -12.292, -19.775)
H (10.080, -14.259, -19.971)
H (11.802, -13.722, -20.046)
H (11.642, -13.057, -17.630)
H (11.080, -14.827, -17.905)
H (9.620, -12.627, -16.760)
H (9.531, -12.137, -19.398)
C (8.340, -14.368, -22.186)
C (6.902, -14.688, -22.074)
O (6.158, -13.676, -21.365)
O (8.698, -13.439, -23.188)
H (8.870, -15.375, -22.238)
H (8.592, -13.905, -21.187)
H (6.786, -15.618, -21.429)
H (6.414, -14.929, -23.007)
H (5.947, -12.898, -21.913)
H (9.097, -12.637, -22.767)
C (6.264, -11.373, -14.264)
C (4.956, -12.106, -13.804)
O (4.777, -13.339, -14.469)
O (7.396, -12.235, -14.327)
H (6.447, -10.594, -13.444)
H (6.063, -10.764, -15.141)
H (4.080, -11.470, -13.946)
H (4.948, -12.433, -12.740)
H (4.827, -13.275, -15.446)
H (7.267, -12.966, -15.002)
C (9.681, -5.853, -17.840)
C (10.293, -5.536, -16.442)
O (9.229, -5.211, -15.522)
O (8.398, -6.546, -17.574)
H (10.369, -6.552, -18.410)
H (9.477, -4.912, -18.375)
H (11.020, -4.749, -16.566)
H (10.731, -6.466, -15.960)
H (8.529, -5.882, -15.554)
H (8.436, -7.518, -17.408)
C (9.301, -9.626, -23.608)
C (10.148, -10.272, -22.517)
O (9.265, -11.158, -21.814)
O (8.171, -8.961, -23.040)
H (9.029, -10.359, -24.357)
H (9.842, -8.783, -24.139)
H (10.552, -9.475, -21.866)
H (10.964, -10.850, -22.864)
H (9.662, -11.607, -21.041)
H (7.853, -9.545, -22.348)
C (5.426, -10.096, -24.564)
C (4.542, -10.774, -23.544)
O (5.283, -11.172, -22.361)
O (5.558, -8.750, -24.224)
H (5.058, -10.226, -25.623)
H (6.413, -10.589, -24.618)
H (4.256, -11.723, -23.835)
H (3.633, -10.137, -23.279)
H (5.762, -10.439, -21.931)
H (6.483, -8.477, -24.030)
C (6.825, -14.885, -16.855)
C (6.803, -15.431, -18.227)
O (7.968, -15.099, -18.945)
O (6.522, -13.461, -16.865)
H (7.810, -15.083, -16.434)
H (6.155, -15.417, -16.180)
H (5.835, -15.104, -18.794)
H (6.808, -16.549, -18.159)
H (8.549, -14.491, -18.461)
H (6.709, -13.200, -17.817)
C (2.139, -13.255, -19.609)
C (3.150, -13.331, -20.727)
O (3.589, -14.632, -20.776)
O (2.883, -13.139, -18.376)
H (1.492, -14.181, -19.573)
H (1.492, -12.384, -19.583)
H (4.004, -12.635, -20.484)
H (2.722, -13.032, -21.697)
H (4.481, -14.690, -21.117)
H (3.543, -13.855, -18.274)
C (0.992, -7.634, -19.759)
C (1.872, -8.453, -20.592)
O (3.229, -7.992, -20.524)
O (1.285, -7.975, -18.413)
H (-0.077, -7.794, -20.021)
H (1.230, -6.615, -19.963)
H (1.630, -8.323, -21.666)
H (1.762, -9.559, -20.332)
H (3.539, -8.043, -19.609)
H (2.301, -7.993, -18.407)
C (10.536, -10.316, -14.665)
C (9.552, -9.228, -14.325)
O (8.717, -8.865, -15.370)
O (9.943, -11.470, -15.227)
H (11.107, -10.709, -13.830)
H (11.255, -9.829, -15.390)
H (10.114, -8.391, -14.068)
H (8.896, -9.462, -13.439)
H (8.114, -9.624, -15.499)
H (9.171, -11.795, -14.658)
C (6.218, -4.266, -20.692)
C (6.059, -5.534, -21.503)
O (5.646, -6.599, -20.676)
O (7.340, -4.269, -19.822)
H (5.309, -4.206, -20.166)
H (6.194, -3.455, -21.422)
H (6.979, -5.847, -21.949)
H (5.299, -5.424, -22.291)
H (4.656, -6.813, -20.881)
H (7.086, -3.880, -18.983)
C (6.597, -9.646, -19.381)
C (6.220, -11.063, -19.153)
O (7.265, -12.083, -19.360)
O (6.471, -9.337, -20.791)
H (7.652, -9.524, -18.916)
H (5.919, -9.002, -18.874)
H (5.348, -11.447, -19.693)
H (5.964, -11.157, -18.054)
H (6.946, -12.624, -20.081)
H (6.583, -8.347, -20.854)

Properties
**Net charge**: 0
**Frontier orbital gap**: 10.004 eV
**Energy above the lowest of the compared OMol25 structures with the same formula, charge and spin**: 131.0 kJ/mol
**2S+1**: 1

***

[2]
Density functional theory data (ωB97M-V/def2-TZVPD) for a cluster of 15 separate species, C28H89N3O15 in total at a distorted geometry.

CARTESIAN COORDINATES (ANGSTROEM)
C (8.407, 9.902, 19.312)
C (8.897, 11.196, 18.587)
C (8.943, 10.937, 17.033)
O (9.981, 10.013, 16.832)
C (10.100, 9.542, 15.535)
N (8.026, 12.327, 18.883)
H (8.323, 10.153, 20.394)
H (9.018, 8.998, 19.223)
H (7.432, 9.714, 18.978)
H (9.972, 11.460, 18.838)
H (9.015, 11.837, 16.403)
H (7.902, 10.477, 16.719)
H (9.096, 9.348, 15.051)
H (10.679, 8.629, 15.414)
H (10.699, 10.234, 14.892)
H (7.072, 12.104, 18.625)
H (8.045, 12.488, 19.894)
C (13.151, 11.233, 12.589)
C (13.965, 11.717, 13.849)
C (13.007, 11.429, 15.023)
O (13.657, 11.961, 16.177)
C (12.768, 12.084, 17.299)
N (15.239, 10.887, 13.955)
H (12.851, 10.168, 12.844)
H (13.701, 11.291, 11.631)
H (12.256, 11.882, 12.488)
H (14.271, 12.726, 13.920)
H (12.792, 10.383, 15.084)
H (12.112, 12.025, 14.898)
H (11.882, 12.733, 17.019)
H (13.308, 12.605, 18.140)
H (12.437, 11.115, 17.687)
H (14.901, 9.971, 14.240)
H (15.820, 11.326, 14.685)
C (16.035, 15.750, 18.422)
C (16.309, 15.389, 19.840)
C (16.242, 16.693, 20.665)
O (16.127, 16.374, 22.056)
C (15.912, 17.541, 22.888)
N (15.361, 14.476, 20.485)
H (15.044, 16.191, 18.374)
H (16.040, 14.858, 17.730)
H (16.664, 16.545, 18.070)
H (17.340, 15.044, 19.971)
H (15.348, 17.283, 20.348)
H (17.142, 17.291, 20.408)
H (14.960, 18.064, 22.653)
H (16.732, 18.255, 22.944)
H (15.848, 17.081, 23.863)
H (15.544, 13.536, 20.076)
H (15.547, 14.383, 21.504)
C (17.669, 14.090, 13.452)
C (16.696, 14.701, 12.461)
O (15.423, 14.870, 13.097)
H (17.760, 14.586, 14.424)
H (18.655, 14.118, 13.031)
H (17.359, 13.055, 13.631)
H (16.530, 14.087, 11.604)
H (16.973, 15.705, 12.130)
H (15.510, 15.535, 13.805)
C (13.746, 8.635, 18.130)
C (12.519, 7.744, 18.434)
O (11.321, 8.447, 18.711)
H (14.616, 7.958, 17.944)
H (14.027, 9.291, 18.994)
H (13.628, 9.252, 17.239)
H (12.797, 7.213, 19.349)
H (12.303, 7.091, 17.537)
H (10.978, 9.001, 17.956)
C (11.176, 14.644, 21.059)
C (11.804, 15.531, 19.959)
O (12.937, 16.192, 20.451)
H (10.664, 13.843, 20.498)
H (10.561, 15.171, 21.829)
H (11.976, 14.037, 21.517)
H (11.027, 16.188, 19.572)
H (12.097, 14.917, 19.067)
H (13.551, 15.431, 20.561)
C (9.887, 13.800, 11.639)
C (8.385, 13.673, 11.418)
O (7.936, 12.397, 11.962)
H (10.507, 12.989, 11.206)
H (10.092, 13.618, 12.732)
H (10.271, 14.777, 11.382)
H (8.100, 13.800, 10.404)
H (7.887, 14.486, 11.962)
H (7.001, 12.506, 12.055)
C (17.442, 10.162, 11.286)
O (16.179, 10.750, 11.281)
H (17.633, 9.728, 10.285)
H (18.244, 10.889, 11.472)
H (17.515, 9.378, 12.008)
H (15.787, 10.677, 12.175)
C (12.882, 15.854, 11.047)
O (12.753, 15.330, 12.366)
H (13.195, 15.017, 10.428)
H (11.836, 16.117, 10.796)
H (13.533, 16.738, 10.900)
H (13.666, 15.139, 12.655)
C (10.366, 9.943, 10.209)
O (10.438, 9.761, 11.629)
H (10.637, 10.970, 10.013)
H (11.092, 9.311, 9.768)
H (9.389, 9.775, 9.842)
H (9.778, 10.400, 11.974)
C (13.551, 7.253, 13.122)
O (13.976, 7.531, 14.401)
H (13.513, 6.191, 12.960)
H (12.624, 7.716, 12.974)
H (14.237, 7.620, 12.366)
H (14.880, 7.177, 14.457)
C (8.726, 14.605, 16.196)
O (9.518, 14.173, 17.308)
H (7.693, 14.755, 16.516)
H (9.099, 15.572, 15.802)
H (8.848, 13.824, 15.408)
H (8.950, 13.696, 17.972)
C (14.304, 12.794, 8.995)
O (15.353, 13.064, 9.911)
H (13.755, 13.743, 8.871)
H (14.617, 12.394, 8.020)
H (13.595, 12.094, 9.416)
H (15.639, 12.207, 10.311)
C (12.329, 15.643, 15.564)
O (11.580, 14.645, 14.856)
H (11.927, 16.613, 15.275)
H (12.339, 15.370, 16.626)
H (13.387, 15.625, 15.234)
H (11.823, 14.782, 13.938)
C (16.448, 11.498, 17.472)
O (16.286, 12.602, 16.640)
H (15.522, 11.414, 18.094)
H (16.662, 10.516, 16.981)
H (17.372, 11.695, 18.100)
H (15.339, 12.547, 16.377)

Properties
**Net charge**: 0
**Frontier orbital gap**: 9.736 eV
**Energy above the lowest of the compared OMol25 structures with the same formula, charge and spin**: 0.0 kJ/mol
**2S+1**: 1

***

[3]
Density functional theory data (ωB97M-V/def2-TZVPD) for a structure of composition C29H116Cl2F2FeNO41S2 at a distorted geometry.

CARTESIAN COORDINATES (ANGSTROEM)
Fe (-23.954, 3.067, -10.938)
Cl (-24.392, -0.623, -11.860)
O (-25.454, -0.921, -12.788)
O (-24.503, -1.505, -10.691)
O (-23.093, -0.676, -12.454)
O (-24.658, 0.722, -11.344)
Cl (-28.936, 1.061, -13.215)
O (-30.249, 1.185, -13.740)
O (-28.169, 2.257, -13.459)
O (-29.070, 0.830, -11.819)
O (-28.334, -0.070, -13.878)
N (-23.686, 5.001, -10.944)
S (-22.779, 5.978, -10.186)
O (-23.389, 6.965, -9.279)
O (-21.547, 6.364, -10.828)
F (-22.175, 4.795, -9.192)
S (-24.286, 6.342, -11.881)
O (-23.450, 7.059, -12.824)
O (-25.456, 6.947, -11.258)
F (-25.075, 5.363, -12.967)
C (-25.482, 9.270, -13.809)
O (-25.686, 10.479, -13.091)
H (-24.429, 9.139, -14.059)
H (-25.788, 8.346, -13.318)
H (-25.981, 9.387, -14.771)
H (-26.619, 10.700, -13.033)
C (-24.193, 1.691, -8.004)
O (-24.400, 2.868, -8.752)
H (-23.288, 1.811, -7.408)
H (-24.970, 1.436, -7.284)
H (-24.143, 0.825, -8.664)
H (-24.757, 3.475, -8.100)
C (-24.259, 2.689, -14.178)
O (-23.490, 2.885, -13.007)
H (-25.326, 2.700, -13.952)
H (-24.103, 3.549, -14.829)
H (-23.945, 1.808, -14.736)
H (-22.635, 3.202, -13.310)
C (-18.880, 10.643, -9.795)
O (-18.729, 12.021, -9.760)
H (-19.852, 10.291, -10.139)
H (-18.191, 10.264, -10.550)
H (-18.596, 10.290, -8.803)
H (-19.148, 12.275, -8.935)
C (-22.063, 9.910, -7.732)
O (-20.897, 9.377, -7.191)
H (-22.220, 9.496, -8.728)
H (-22.900, 9.738, -7.056)
H (-21.994, 10.984, -7.903)
H (-20.722, 9.942, -6.436)
C (-18.010, 6.463, -10.234)
O (-17.395, 7.325, -11.077)
H (-18.627, 7.039, -9.544)
H (-18.720, 5.859, -10.798)
H (-17.334, 5.885, -9.603)
H (-18.012, 7.772, -11.661)
C (-27.965, 6.844, -8.941)
O (-28.297, 6.863, -7.560)
H (-28.258, 7.790, -9.395)
H (-26.892, 6.734, -9.097)
H (-28.471, 6.107, -9.566)
H (-27.596, 7.330, -7.099)
C (-27.077, 8.399, -17.817)
O (-26.417, 9.587, -18.248)
H (-27.180, 7.654, -18.606)
H (-26.589, 7.967, -16.943)
H (-28.079, 8.689, -17.500)
H (-26.713, 10.283, -17.657)
C (-31.235, 3.925, -11.666)
O (-29.964, 4.367, -12.097)
H (-31.954, 3.603, -12.420)
H (-31.039, 3.038, -11.063)
H (-31.661, 4.654, -10.976)
H (-29.668, 3.726, -12.747)
C (-20.472, 8.384, -13.180)
O (-19.094, 8.637, -13.152)
H (-20.924, 9.024, -13.938)
H (-20.689, 7.351, -13.451)
H (-20.940, 8.598, -12.219)
H (-18.787, 8.769, -14.052)
C (-17.618, 7.641, -6.360)
O (-17.795, 6.403, -7.031)
H (-16.547, 7.769, -6.202)
H (-18.023, 8.543, -6.818)
H (-18.146, 7.527, -5.413)
H (-18.745, 6.267, -7.047)
C (-21.614, 6.019, -6.210)
O (-20.599, 6.655, -7.014)
H (-22.536, 5.961, -6.787)
H (-21.391, 4.978, -5.975)
H (-21.825, 6.621, -5.327)
H (-20.805, 7.586, -7.128)
C (-22.654, 10.732, -11.745)
O (-23.552, 11.805, -11.962)
H (-21.881, 11.041, -11.041)
H (-23.125, 9.792, -11.458)
H (-22.137, 10.545, -12.686)
H (-24.364, 11.370, -12.230)
C (-27.061, 3.835, -10.365)
O (-26.137, 3.192, -11.261)
H (-27.649, 4.576, -10.907)
H (-27.753, 3.087, -9.979)
H (-26.525, 4.330, -9.555)
H (-26.690, 2.917, -11.996)
C (-23.741, 10.833, -16.493)
O (-22.754, 11.351, -17.323)
H (-24.733, 11.225, -16.720)
H (-23.805, 9.757, -16.650)
H (-23.632, 11.063, -15.433)
H (-23.073, 11.165, -18.210)
C (-26.659, 4.158, -6.228)
O (-25.423, 4.370, -6.862)
H (-26.780, 3.138, -5.863)
H (-26.850, 4.843, -5.402)
H (-27.464, 4.262, -6.956)
H (-24.726, 4.261, -6.210)
C (-26.209, 10.568, -9.538)
O (-25.520, 10.570, -8.324)
H (-26.019, 9.628, -10.055)
H (-27.273, 10.596, -9.306)
H (-25.881, 11.423, -10.129)
H (-25.754, 9.725, -7.931)
C (-22.627, 2.938, -3.979)
O (-23.560, 3.172, -4.986)
H (-23.092, 2.684, -3.027)
H (-22.030, 2.046, -4.170)
H (-21.943, 3.766, -3.791)
H (-24.152, 2.417, -5.027)
C (-25.207, 7.610, -6.675)
O (-26.305, 8.459, -6.437)
H (-24.995, 6.905, -5.870)
H (-25.481, 7.079, -7.586)
H (-24.280, 8.141, -6.893)
H (-26.086, 8.810, -5.571)
C (-20.914, 4.557, -15.224)
O (-21.216, 3.937, -14.003)
H (-21.733, 5.201, -15.545)
H (-20.076, 5.234, -15.060)
H (-20.592, 3.923, -16.051)
H (-20.418, 3.435, -13.822)
C (-21.050, -0.977, -9.373)
O (-21.615, 0.204, -8.750)
H (-21.769, -1.364, -10.095)
H (-20.118, -0.671, -9.849)
H (-20.771, -1.757, -8.664)
H (-20.961, 0.525, -8.125)
C (-29.258, 7.563, -12.324)
O (-30.557, 6.986, -12.507)
H (-29.360, 8.589, -11.971)
H (-28.692, 6.939, -11.632)
H (-28.793, 7.558, -13.310)
H (-30.470, 6.033, -12.434)
C (-17.167, 5.931, -14.195)
O (-16.287, 5.163, -14.953)
H (-16.548, 6.557, -13.552)
H (-17.679, 6.601, -14.885)
H (-17.778, 5.327, -13.524)
H (-15.772, 4.675, -14.307)
C (-24.707, 2.762, -17.865)
O (-23.323, 2.968, -17.677)
H (-25.045, 2.361, -16.910)
H (-25.159, 3.703, -18.181)
H (-24.881, 1.985, -18.610)
H (-22.925, 2.133, -17.424)
C (-27.614, 5.210, -15.514)
O (-27.668, 5.347, -16.943)
H (-27.093, 6.088, -15.131)
H (-28.639, 5.181, -15.144)
H (-27.008, 4.328, -15.302)
H (-28.424, 5.887, -17.187)
C (-17.107, 2.222, -9.962)
O (-17.441, 1.816, -11.319)
H (-16.042, 2.258, -9.735)
H (-17.511, 3.232, -9.892)
H (-17.676, 1.574, -9.296)
H (-16.772, 1.250, -11.711)
C (-20.935, 2.131, -11.370)
O (-22.043, 2.241, -10.505)
H (-20.582, 3.139, -11.585)
H (-20.191, 1.495, -10.890)
H (-21.324, 1.675, -12.281)
H (-21.921, 1.489, -9.921)
C (-19.979, 2.286, -6.060)
O (-19.770, 1.108, -6.801)
H (-20.929, 2.778, -6.269)
H (-19.910, 2.039, -5.000)
H (-19.191, 3.001, -6.297)
H (-18.819, 1.113, -6.932)
C (-23.906, 6.527, -17.198)
O (-22.923, 5.840, -17.990)
H (-23.668, 6.524, -16.134)
H (-23.822, 7.552, -17.561)
H (-24.863, 6.099, -17.496)
H (-23.108, 4.909, -17.849)

Properties
**Net charge**: -1
**Frontier orbital gap (alpha / beta)**: 7.318 / 7.127 eV
**2S+1**: 5